No. 1
DFT (ωB97M-V with the def2-TZVPD basis set) results for 7 unconnected molecules or ions with the total composition C22H36N2O19.

Orbital gap, eV: 11.19
SMILES: C[C@H]1COC(=O)O1.C[C@H]1COC(=O)O1.C[C@H]1COC(=O)O1.C[C@H]1COC(=O)O1.C[C@H]1COC(=O)O1.C[N+](=O)[O-].C[N+](=O)[O-]
Strongest force on any atom, eV/Å: 2.0
HOMO energy, eV: -10.945
Electronic energy, Eh: -2398.856044

Last columns: bonded neighbours and bond lengths (Å).
CARTESIAN COORDINATES (ANGSTROEM)
1 N -0.03849 -0.24671 0.78056  C3 1.485, O18 1.216, O51 1.216
2 H -0.72791 1.63428 0.37162  C3 1.091
3 C -0.90230 0.89988 1.15935  N1 1.485, H2 1.091, H31 1.086, H65 1.083
4 C 4.04638 3.55754 1.46971  O28 1.183, O34 1.347, O62 1.355
5 O -4.26285 -4.44073 -1.47070  C14 1.355, C50 1.438
6 O -6.33877 -5.20096 -1.05826  C14 1.182
7 C -0.53124 2.46486 4.91057  O12 1.342, O56 1.351, O66 1.187
8 C -0.49879 0.44078 5.97822  O12 1.469, C33 1.528, C38 1.515, H40 1.091
9 H 1.58376 -1.34137 -5.50151  C48 1.091
10 H 4.50404 1.97823 -1.97601  C70 1.092
11 H -2.93968 1.30199 -1.45807  C61 1.083
12 O 0.17442 1.32891 5.02093  C7 1.342, C8 1.469
13 H 2.86026 1.68181 -4.35803  C20 1.085
14 C -5.18453 -5.40103 -1.21938  O5 1.355, O6 1.182, O44 1.357
15 H 0.31614 3.88712 1.61082  C32 1.090
16 H 0.20806 5.51908 0.96826  C32 1.090
17 H 0.92286 0.16184 7.61498  C38 1.089
18 O -0.54665 -1.20842 0.23756  N1 1.216
19 H 3.71414 0.57888 -2.54918  C70 1.105
20 C 2.09291 2.21837 -3.80906  H13 1.085, O27 1.468, C45 1.526, H64 1.085
21 C 1.64091 -1.91216 -3.43484  C48 1.523, O63 1.422, H68 1.088, C74 1.540
22 C 2.17232 4.73011 0.96410  C32 1.493, O34 1.431, H57 1.095, C73 1.535
23 H -2.56370 -6.89619 -0.87614  C53 1.088
24 H -0.87887 1.75711 7.68162  C33 1.094
25 H -3.53555 -0.38996 -1.73813  C61 1.083
26 H -1.99901 -3.31605 -1.12700  C29 1.084
27 O 0.88588 1.38792 -3.89732  C20 1.468, C47 1.336
28 O 4.99072 2.86650 1.29577  C4 1.183
29 C -1.89946 -4.39587 -1.12434  H26 1.084, H41 1.096, C50 1.519, H72 1.090
30 O -0.74735 0.83433 -2.42632  C47 1.193
31 H -1.94474 0.59908 1.10256  C3 1.086
32 C 0.69552 4.55352 0.83572  H15 1.090, H16 1.090, C22 1.493, H46 1.091
33 C -1.35305 1.44994 6.74510  C8 1.528, H24 1.094, H42 1.091, O56 1.411
34 O 2.90505 3.51874 0.75490  C4 1.347, C22 1.431
35 O 1.18543 1.68133 -1.72106  C45 1.418, C47 1.354
36 O 2.08430 -3.38704 -1.68012  C39 1.353, C74 1.444
37 H 1.98815 4.74143 3.16623  C73 1.091
38 C 0.58608 -0.32909 6.70343  C8 1.515, H17 1.089, H69 1.095, H79 1.086
39 C 3.25120 -3.02997 -2.26385  O36 1.353, O63 1.355, O67 1.184
40 H -1.10977 -0.23669 5.37945  C8 1.091
41 H -1.95476 -4.79012 -0.10270  C29 1.096
42 H -2.27955 0.95628 7.04283  C33 1.091
43 H 3.54318 0.97849 -0.86978  C70 1.085
44 O -4.58392 -6.61583 -1.15031  C14 1.357, C53 1.415
45 C 2.35511 2.22892 -2.30617  C20 1.526, O35 1.418, C70 1.522, H78 1.094
46 H 0.44680 4.15500 -0.14857  C32 1.091
47 C 0.33087 1.27170 -2.68761  O27 1.336, O30 1.193, O35 1.354
48 C 1.21002 -2.15245 -4.87555  H9 1.091, C21 1.523, H55 1.088, H58 1.092
49 N -4.80809 0.88181 -0.67934  O52 1.210, C61 1.489, O71 1.217
50 C -3.02939 -5.03317 -1.91408  O5 1.438, C29 1.519, C53 1.547, H60 1.092
51 O 1.14081 -0.14637 1.05762  N1 1.216
52 O -5.84045 1.44826 -0.95609  N49 1.210
53 C -3.25621 -6.53794 -1.63442  H23 1.088, O44 1.415, C50 1.547, H54 1.089
54 H -3.13638 -7.09148 -2.56458  C53 1.089
55 H 0.12855 -2.26531 -4.92565  C48 1.088
56 O -1.48497 2.54465 5.86456  C7 1.351, C33 1.411
57 H 2.55443 5.50794 0.29473  C22 1.095
58 H 1.68328 -3.05185 -5.27518  C48 1.092
59 H -4.16360 0.98392 -2.69063  C61 1.086
60 H -2.89571 -4.77795 -2.96752  C50 1.092
61 C -3.77399 0.66611 -1.72828  H11 1.083, H25 1.083, N49 1.489, H59 1.086
62 O 3.95033 4.49838 2.44008  C4 1.355, C73 1.442
63 O 3.02814 -2.19890 -3.31016  C21 1.422, C39 1.355
64 H 1.79462 3.17294 -4.22949  C20 1.085
65 H -0.60664 1.28755 2.12630  C3 1.083
66 O -0.37447 3.27719 4.05894  C7 1.187
67 O 4.31416 -3.41230 -1.90910  C39 1.184
68 H 1.33306 -0.90596 -3.15918  C21 1.088
69 H 0.21787 -1.31394 7.00757  C38 1.095
70 C 3.56876 1.42800 -1.85739  H10 1.092, H19 1.105, H43 1.085, C45 1.522
71 O -4.50681 0.49013 0.43267  N49 1.217
72 H -0.92027 -4.75574 -1.43896  C29 1.090
73 C 2.64486 5.10711 2.37520  C22 1.535, H37 1.091, O62 1.442, H75 1.089
74 C 0.96353 -2.82987 -2.40034  C21 1.540, O36 1.444, H76 1.085, H77 1.088
75 H 2.81299 6.17513 2.50287  C73 1.089
76 H 0.35658 -2.24570 -1.71676  C74 1.085
77 H 0.47155 -3.69596 -2.83820  C74 1.088
78 H 2.55511 3.24188 -1.94538  C45 1.094
79 H 1.40479 -0.52187 6.01590  C38 1.086

Atom charges from the Mulliken analysis, given in e for atoms 1 to 8:
1 N 1.0685
2 H 0.0321
3 C -0.1992
4 C 0.5650
5 O -0.3208
6 O -0.5133
7 C 0.6023
8 C 0.4828


No. 2
DFT (ωB97M-V with the def2-TZVPD basis set) results for C5H10O in the gas phase.

Orbital gap, eV: 10.77
SMILES: CC[C@@H]1C[C@H]1O
Strongest force on any atom, eV/Å: 5.2
HOMO energy, eV: -9.771
Electronic energy, Eh: -271.665948

Last columns: bonded neighbours and bond lengths (Å).
CARTESIAN COORDINATES (ANGSTROEM)
1 H 0.33422 1.34417 1.52080  C12 1.093
2 H 2.67807 1.20279 0.91721  C15 1.075
3 H -2.72872 0.15280 -0.52927  C4 1.092
4 C -1.95136 -0.20961 0.14705  H3 1.092, C5 1.508, C9 1.504, H10 1.073
5 C -0.52010 0.23538 -0.01591  C4 1.508, H6 1.124, C9 1.466, C12 1.565
6 H -0.57045 1.14669 -0.67277  C5 1.124
7 H -0.07244 -1.41679 -2.43482  O11 0.990
8 H 1.78131 1.72867 -0.42903  C15 1.153
9 C -0.92394 -1.07936 -0.52435  C4 1.504, C5 1.466, O11 1.472, H13 1.131
10 H -2.22837 -0.66295 1.07969  C4 1.073
11 O -0.93468 -1.45047 -1.94887  H7 0.990, C9 1.472
12 C 0.60267 0.38843 1.06371  H1 1.093, C5 1.565, H14 1.037, C15 1.567
13 H -0.54446 -1.89770 0.15764  C9 1.131
14 H 0.66140 -0.40516 1.72793  C12 1.037
15 C 1.88975 0.83116 0.28737  H2 1.075, H8 1.153, C12 1.567, H16 1.164
16 H 2.52709 0.09196 -0.34637  C15 1.164

Atom charges from the natural (NBO) analysis, given in e for atoms 1 to 8:
1 H 0.2073
2 H 0.2105
3 H 0.2343
4 C -0.4337
5 C -0.2515
6 H 0.2241
7 H 0.4814
8 H 0.2107


No. 3
DFT (ωB97M-V with the def2-TZVPD basis set) results for 2 unconnected molecules or ions with the total composition C2H11N4P.

Orbital gap (alpha / beta), eV: 8.65 / 7.15
Strongest force on any atom, eV/Å: 1.2
HOMO energy (alpha / beta), eV: -8.741 / -7.175
Electronic energy, Eh: -643.092435

Last columns: bonded neighbours and bond lengths (Å).
CARTESIAN COORDINATES (ANGSTROEM)
1 H -2.50224 -0.27871 1.08815  N4 1.012
2 H 1.79957 -0.45327 1.88845  C6 1.090
3 P -0.95810 1.12541 0.35636  N4 1.671, N7 1.696, N12 1.557
4 N -2.22121 0.04751 0.17184  H1 1.012, P3 1.671, H16 1.012
5 H 1.77750 -1.85804 -1.55626  C15 1.101
6 C 1.64724 -1.13487 1.05213  H2 1.090, H10 1.099, H11 1.102, N17 1.425
7 N -1.07357 2.04173 -1.06616  P3 1.696, H9 1.014, H18 1.011
8 H 0.10052 -1.78779 -1.00146  C15 1.107
9 H -0.42375 2.81995 -1.07391  N7 1.014
10 H 2.55133 -1.74871 0.93561  C6 1.099
11 H 0.81682 -1.82001 1.28565  C6 1.102
12 N -1.18538 1.81509 1.73345  P3 1.557, H14 1.005
13 H 0.75194 -0.51273 -2.07839  C15 1.093
14 H -0.52021 2.52286 1.99330  N12 1.005
15 C 0.98569 -1.16515 -1.23312  H5 1.101, H8 1.107, H13 1.093, N17 1.427
16 H -2.03136 -0.72352 -0.45545  N4 1.012
17 N 1.44506 -0.37599 -0.13643  C6 1.425, C15 1.427
18 H -0.95984 1.48623 -1.90375  N7 1.011

Atom charges from the natural (NBO) analysis, given in e for atoms 1 to 8:
1 H 0.4118
2 H 0.2105
3 P 1.7704
4 N -1.1591
5 H 0.2015
6 C -0.4694
7 N -1.1512
8 H 0.1612


No. 4
DFT (ωB97M-V with the def2-TZVPD basis set) results for 10 unconnected molecules or ions with the total composition C23H54N4O12S3.

Orbital gap, eV: 10.09
SMILES: CCOS(C)(=O)=O.CCOS(C)(=O)=O.CCOS(C)(=O)=O.CC#N.CC#N.CC#N.CC#N.CCO.CCO.CCO
Strongest force on any atom, eV/Å: 1.8
HOMO energy, eV: -10.269
Electronic energy, Eh: -3225.099371

Last columns: bonded neighbours and bond lengths (Å).
CARTESIAN COORDINATES (ANGSTROEM)
1 H -5.10492 3.19996 -4.20442  C46 1.086
2 C 3.64077 -1.48825 4.29335  C60 1.465, N96 1.145
3 N -0.17437 1.44946 -1.11955  C68 1.146
4 H 2.10138 1.21970 -3.46816  C30 1.085
5 H -4.66416 0.23913 -1.87909  C47 1.086
6 H -2.58493 2.19730 -0.32967  O52 0.963
7 O -6.31665 0.94190 -5.33077  S20 1.441
8 H -1.39568 5.52065 3.91561  C91 1.085
9 H 0.96081 -0.53123 5.60471  C69 1.087
10 O 0.18455 3.34325 3.37017  C26 1.418, S77 1.630
11 C -4.41315 2.12646 0.47484  H28 1.093, O52 1.429, C57 1.507, H88 1.092
12 O 3.02706 0.01913 -5.55871  S21 1.626, C67 1.443
13 H -6.01023 2.90510 -0.68853  C57 1.092
14 H -6.54091 2.08961 0.77891  C57 1.090
15 H -2.31542 -1.11414 -3.31067  C50 1.095
16 H 1.74463 -0.27362 -2.49850  C30 1.090
17 C 0.21441 -2.86511 -1.61616  O54 1.460, H58 1.094, H65 1.092, C87 1.503
18 H 5.57609 -1.23112 -6.07344  C74 1.090
19 H -6.05413 1.14718 -0.62049  C57 1.090
20 S -5.80309 0.93160 -3.98451  O7 1.441, O32 1.446, C46 1.831, O59 1.611
21 S 3.39025 -0.76927 -6.93415  O12 1.626, O66 1.440, C74 1.794, O80 1.441
22 H 4.32689 -3.44242 3.97041  C60 1.089
23 H 1.54749 -2.96740 1.17060  O37 0.975
24 H -0.57717 -0.25717 4.70832  C69 1.092
25 H -4.41425 -1.50524 -2.19328  C47 1.089
26 C 0.93072 3.80127 2.25461  O10 1.418, H41 1.096, H43 1.094, C73 1.507
27 H -2.23506 -0.67040 -1.68659  C50 1.092
28 H -4.13572 1.26116 1.08229  C11 1.093
29 H -0.16472 0.50710 1.91670  C42 1.088
30 C 2.33973 0.17544 -3.29314  H4 1.085, H16 1.090, C67 1.519, H81 1.093
31 H 1.42817 -3.48719 4.66114  C70 1.091
32 O -6.68802 0.89487 -2.84131  S20 1.446
33 H 0.81765 0.82859 4.41455  C69 1.086
34 H -3.77606 2.04083 -4.39074  C46 1.089
35 H 5.10025 -2.37768 -7.24635  C74 1.091
36 H 3.33439 -3.25324 5.44021  C60 1.085
37 O 1.67822 -3.34277 2.06072  H23 0.975, C95 1.434
38 N -0.62913 1.56624 7.16279  C61 1.144
39 H 1.19624 -0.57967 -5.01451  C67 1.092
40 H -1.71741 5.29849 2.16834  C91 1.087
41 H 0.85979 4.88744 2.12795  C26 1.096
42 C 0.49539 0.24634 1.09174  H29 1.088, C68 1.459, H71 1.094, H85 1.081
43 H 0.61340 3.40976 1.28374  C26 1.094
44 O -1.90054 2.50535 4.38896  S77 1.428
45 H -1.48827 -2.34810 -0.25844  C87 1.091
46 C -4.63028 2.32196 -3.77685  H1 1.086, S20 1.831, H34 1.089, H79 1.088
47 C -4.22117 -0.49358 -2.54690  H5 1.086, H25 1.089, C50 1.515, O59 1.445
48 H 2.95735 3.60910 1.52000  C73 1.092
49 H 4.42154 -2.52938 -5.60143  C74 1.085
50 C -2.71312 -0.36379 -2.61957  H15 1.095, H27 1.092, C47 1.515, H51 1.087
51 H -2.33794 0.62628 -2.86669  C50 1.087
52 O -3.50123 2.17093 -0.62399  H6 0.963, C11 1.429
53 H 2.86982 4.00914 3.25637  C73 1.090
54 O 1.29702 -2.58539 -0.67743  C17 1.460, H94 0.964
55 H 0.13831 -2.16847 2.90910  C95 1.097
56 O -1.68759 2.66540 1.89843  S77 1.442
57 C -5.82620 2.04301 -0.04333  C11 1.507, H13 1.092, H14 1.090, H19 1.090
58 H 0.19317 -1.95954 -2.23043  C17 1.094
59 O -4.80771 -0.32880 -3.85676  S20 1.611, C47 1.445
60 C 4.08141 -2.78800 4.80489  C2 1.465, H22 1.089, H36 1.085, H62 1.091
61 C -0.22731 1.03109 6.23472  N38 1.144, C69 1.467
62 H 4.99873 -2.60294 5.36573  C60 1.091
63 C 5.35921 -0.75617 -0.02055  C76 1.469, N86 1.144
64 H -2.98937 4.93348 3.32492  C91 1.090
65 H 0.46517 -3.71966 -2.24891  C17 1.092
66 O 2.28422 -1.61975 -7.29143  S21 1.440
67 C 2.19446 -0.62810 -4.57440  O12 1.443, C30 1.519, H39 1.092, H93 1.094
68 C 0.11974 0.93447 -0.13885  N3 1.146, C42 1.459
69 C 0.30941 0.20745 5.14546  H9 1.087, H24 1.092, H33 1.086, C61 1.467
70 C 0.59122 -3.92004 4.11102  H31 1.091, H84 1.091, H92 1.090, C95 1.508
71 H 0.25460 -0.80289 0.89862  C42 1.094
72 H 2.59326 2.41502 2.66200  C73 1.095
73 C 2.38809 3.46788 2.44155  C26 1.507, H48 1.092, H53 1.090, H72 1.095
74 C 4.72159 -1.83533 -6.37906  H18 1.090, S21 1.794, H35 1.091, H49 1.085
75 H 3.50322 -0.89733 0.75659  C76 1.086
76 C 4.36591 -1.55566 0.70802  C63 1.469, H75 1.086, H78 1.087, H83 1.084
77 S -1.43022 3.17863 3.22123  O10 1.630, O44 1.428, O56 1.442, C91 1.810
78 H 4.77430 -1.68183 1.70730  C76 1.087
79 H -4.34141 2.41860 -2.73257  C46 1.088
80 O 3.88408 0.22411 -7.85447  S21 1.441
81 H 3.37945 0.10935 -2.96210  C30 1.093
82 H -1.80692 -3.34566 -1.60512  C87 1.097
83 H 4.07257 -2.47003 0.20567  C76 1.084
84 H -0.33266 -3.83683 4.68440  C70 1.091
85 H 1.55418 0.37206 1.27160  C42 1.081
86 N 6.09760 -0.09949 -0.59659  C63 1.144
87 C -1.04193 -3.15381 -0.84238  C17 1.503, H45 1.091, H82 1.097, H90 1.088
88 H -4.29844 3.02923 1.07907  C11 1.092
89 H -0.28986 -3.68823 2.12584  C95 1.098
90 H -0.98000 -4.05866 -0.24094  C87 1.088
91 C -1.91086 4.92308 3.17027  H8 1.085, H40 1.087, H64 1.090, S77 1.810
92 H 0.79821 -4.98412 3.99858  C70 1.090
93 H 2.45610 -1.68271 -4.44972  C67 1.094
94 H 2.10474 -2.69399 -1.19281  O54 0.964
95 C 0.44790 -3.21335 2.78630  O37 1.434, H55 1.097, C70 1.508, H89 1.098
96 N 3.29338 -0.47594 3.88613  C2 1.145

Atom charges from the Mulliken analysis, given in e for atoms 1 to 8:
1 H 0.4248
2 C 0.5862
3 N -0.5786
4 H 0.3539
5 H -0.3725
6 H 0.1506
7 O -0.6291
8 H 0.3722